{
  "formula": "C37H66AlBrCl3MgN2O14PS",
  "method": "ωB97M-V/def2-TZVPD",
  "homo_energy_ev": -11.55,
  "lumo_ev": -10.509,
  "orbital_gap_ev": 1.04,
  "total_charge": 2,
  "energy_ev": -210808.2280,
  "elements": ["C", "C", "C", "C", "C", "C", "C", "O", "C", "C", "O", "C", "C", "C", "C", "O", "O", "C", "C", "C", "C", "C", "C", "C", "C", "C", "C", "C", "Br", "N", "S", "H", "H", "H", "H", "H", "H", "H", "H", "H", "H", "H", "H", "H", "H", "H", "H", "H", "H", "H", "H", "H", "H", "H", "H", "H", "H", "H", "H", "H", "H", "H", "H", "H", "C", "C", "O", "C", "H", "H", "H", "H", "H", "H", "O", "P", "O", "O", "O", "C", "O", "N", "C", "C", "H", "H", "H", "H", "H", "H", "H", "C", "C", "O", "H", "H", "H", "H", "H", "H", "O", "H", "H", "Al", "C", "Cl", "Cl", "Cl", "H", "C", "C", "C", "O", "H", "H", "H", "H", "H", "H", "H", "H", "C", "O", "H", "H", "H", "Mg"],
  "positions_angstrom": [[4.719510, -2.478080, 3.396195], [3.486935, -1.930239, 2.451376], [3.850624, -1.776355, 0.864486], [2.837761, -0.735560, 0.036644], [1.704861, -1.569507, -0.767513], [0.373663, -2.054457, 0.025368], [-0.154171, -1.593258, 1.505590], [0.581581, -0.581398, 2.275206], [-0.032998, 0.714114, 1.831943], [0.929943, 2.016561, 2.080774], [0.438530, 2.972251, 3.090729], [0.853005, 2.526709, 4.434597], [2.446474, 2.788308, 4.776364], [-1.524034, -2.194785, 2.257055], [-1.999680, -1.738872, 3.778613], [-2.858500, -2.464115, 4.549029], [-1.486486, -0.512116, 4.476066], [-0.438311, -1.074044, 5.381247], [-2.359846, -3.305297, 1.324859], [-3.752682, -3.974356, 1.871136], [-4.895725, -2.766531, 1.885522], [-5.220381, -1.841620, 0.530740], [-6.350796, -0.612395, 0.600665], [-7.194043, -0.265473, 1.964783], [-8.293072, 0.955237, 2.137684], [-6.910777, -1.189739, 3.304065], [-5.796635, -2.392790, 3.222022], [-1.774735, -3.690595, -0.187163], [-2.826747, -4.995124, -1.353923], [-0.495488, -3.076728, -0.742676], [-0.089429, -3.621423, -2.392088], [4.847140, -1.831632, 4.388244], [5.746363, -2.407108, 2.827689], [4.530166, -3.590315, 3.787932], [2.614830, -2.739022, 2.555403], [3.071572, -0.956677, 2.955542], [3.993526, -2.803485, 0.290353], [4.920911, -1.249398, 0.816044], [3.552838, -0.258819, -0.795117], [2.478402, 0.169853, 0.679402], [1.421503, -0.934462, -1.737912], [2.269828, -2.528827, -1.202033], [-0.224832, 0.594320, 0.676098], [-1.059302, 0.936292, 2.347971], [0.946672, 2.618051, 1.049531], [2.054688, 1.676504, 2.247817], [0.200144, 3.126596, 5.212123], [0.565394, 1.393892, 4.519742], [2.625215, 3.758265, 5.409318], [3.053004, 2.931354, 3.762136], [2.852509, 1.803561, 5.264163], [-0.387410, -2.252342, 5.351279], [-0.670464, -0.779359, 6.498744], [0.653941, -0.704367, 5.096100], [-4.166193, -4.867798, 1.242781], [-3.570757, -4.409538, 2.968073], [-4.678403, -2.014917, -0.499176], [-6.551131, 0.064490, -0.355118], [-7.919280, 1.863094, 1.500302], [-8.253961, 1.279347, 3.285587], [-9.399893, 0.632883, 1.934712], [-7.480414, -1.012289, 4.322319], [-5.565271, -3.037150, 4.193282], [0.873869, -4.648699, -2.322618], [5.416382, -1.733969, -3.222969], [6.438489, -2.299421, -2.273487], [6.716803, -1.728049, -1.220470], [7.107064, -3.590792, -2.662332], [5.017201, -0.800348, -2.812592], [5.883392, -1.520494, -4.187715], [4.592850, -2.441741, -3.346909], [7.649376, -3.460129, -3.602109], [6.358969, -4.381370, -2.761347], [7.820540, -3.879017, -1.882980], [-4.228564, 3.160397, 1.371632], [-5.399980, 3.740669, 2.181039], [-6.679289, 3.704422, 1.329061], [-5.083476, 5.194341, 2.569607], [-5.608158, 2.904127, 3.454098], [4.974351, -0.395122, -7.174318], [4.810147, -1.040754, -6.146731], [6.168092, 0.153917, -7.589960], [6.281085, 0.906807, -8.822453], [7.348807, -0.026098, -6.770555], [4.142747, -0.198636, -7.870250], [7.008740, 0.413221, -9.472815], [6.624401, 1.918536, -8.588438], [5.318922, 0.964285, -9.338341], [7.546335, -1.096576, -6.660839], [7.163799, 0.401648, -5.780618], [8.213851, 0.462953, -7.226822], [9.193269, 4.679786, -10.556278], [8.799373, 4.951659, -9.119251], [8.390239, 3.745334, -8.491924], [8.354146, 4.245696, -11.109746], [9.507168, 5.600764, -11.055628], [10.013728, 3.956266, -10.602846], [7.965096, 5.658111, -9.078096], [9.637138, 5.373889, -8.555912], [9.140801, 3.127840, -8.526211], [-1.747074, -0.038200, 8.563474], [-1.984646, 0.900989, 8.541512], [-2.567960, -0.493008, 8.322050], [-8.099893, 1.436853, -0.157331], [-10.501993, -0.448889, 5.979292], [-11.651020, -1.448619, 6.884685], [-8.857579, -1.088152, 6.142841], [-10.967166, -0.357810, 4.272120], [-10.521710, 0.561388, 6.395946], [-2.395350, 2.217232, -1.212921], [-3.467349, 1.148334, -1.353393], [-3.197129, 0.245946, -2.546817], [-4.738794, 1.772520, -1.511631], [-2.365735, 2.861467, -2.098819], [-2.609449, 2.866798, -0.357355], [-1.406662, 1.768933, -1.073682], [-3.509195, 0.546530, -0.439013], [-3.195945, 0.820253, -3.480110], [-3.983191, -0.510757, -2.642866], [-2.232504, -0.261546, -2.447725], [-4.710933, 2.309006, -2.321207], [-7.976318, 3.025799, 5.632000], [-8.849393, 2.158058, 6.121186], [-7.473146, 3.695789, 6.349691], [-7.106609, 2.616859, 5.090061], [-8.349632, 3.758146, 4.896077], [0.748980, -6.096689, -2.822673]],
  "forces_ev_per_a": [[0.3, -0.1, 0.6], [-0.7, -1.2, 0.6], [1.0, 1.6, 0.5], [1.6, -0.5, -0.4], [0.3, 0.1, -0.7], [-2.3, -0.7, 1.6], [-1.1, -1.2, 0.3], [-2.8, -1.7, -2.9], [-0.5, 1.7, -0.8], [0.5, 0.4, -1.3], [1.5, -2.3, -0.1], [-0.1, 0.1, 1.0], [-0.1, -0.4, -1.1], [1.3, -1.1, -4.2], [-3.8, -2.0, 5.0], [5.5, 4.1, -6.1], [0.2, -4.4, -2.2], [1.8, -0.7, 1.7], [2.4, 1.1, -1.1], [-0.4, 0.9, 0.4], [-3.2, 3.5, -0.4], [-1.9, 0.7, 3.5], [0.5, -1.9, 3.4], [2.7, -3.4, 0.5], [0.9, -1.1, 1.6], [2.5, -1.1, -3.8], [-0.2, 1.6, -2.3], [0.6, 2.1, 3.2], [1.4, 1.9, 1.8], [-1.7, 0.6, 3.1], [-0.7, 2.2, 0.9], [-0.4, -1.3, -2.3], [-2.0, -0.3, 1.1], [0.5, 2.4, -1.1], [1.6, 1.8, -0.2], [0.8, -1.7, -1.4], [-0.5, 2.1, 1.3], [-2.3, -1.2, 0.1], [-1.8, -1.1, 1.6], [0.4, -2.0, -1.1], [0.1, -1.4, 2.1], [-1.5, 1.9, 1.1], [0.4, 0.5, 2.2], [1.9, -0.7, -0.7], [-0.2, -1.2, 2.3], [-2.4, 0.6, 0.0], [1.2, -1.2, -1.8], [0.7, 2.1, 0.0], [-0.4, -2.1, -1.1], [-1.3, -0.3, 2.1], [-0.6, 2.2, -0.6], [-0.3, 2.4, 0.0], [0.3, -0.4, -2.4], [-2.5, -0.5, 0.3], [1.1, 1.9, 0.8], [-0.4, 1.4, -2.4], [-1.2, 0.4, 2.3], [1.2, -2.0, 1.9], [-0.6, -0.6, 3.0], [0.0, -0.5, -2.7], [2.0, 0.6, 0.0], [1.4, -0.3, -2.6], [-0.6, 1.6, -2.3], [0.9, 2.9, 1.6], [0.1, 0.3, 0.4], [0.2, 0.8, 1.3], [-0.4, -0.7, -1.1], [0.3, 0.0, 0.4], [0.1, -0.2, -0.1], [-0.3, -0.2, 0.0], [0.1, 0.0, -0.3], [-0.2, -0.1, 0.0], [0.1, 0.0, -0.2], [-0.2, 0.1, -0.2], [-0.8, 1.0, 0.6], [-0.8, -0.4, 0.0], [0.5, -0.5, -0.1], [0.5, -0.9, -0.4], [-0.3, -0.1, 0.5], [1.1, 0.4, -0.2], [0.2, 0.3, -0.4], [-1.6, -0.7, 0.4], [0.1, 0.1, 0.1], [-0.2, -0.2, 0.2], [0.1, 0.1, 0.0], [-0.1, 0.2, -0.1], [0.0, 0.0, -0.2], [0.1, -0.1, 0.1], [0.1, 0.1, 0.1], [0.2, -0.1, 0.0], [-0.3, -0.1, 0.0], [0.0, 0.1, -0.2], [0.3, -0.1, -0.2], [0.0, -0.5, 0.3], [0.1, 0.1, 0.1], [0.0, -0.1, 0.0], [0.0, 0.1, 0.0], [0.0, -0.2, 0.1], [0.0, 0.2, -0.1], [-0.4, 0.4, 0.0], [-0.4, 0.2, -0.3], [0.1, -0.3, 0.1], [0.3, 0.1, 0.1], [-0.3, 0.5, -2.2], [-0.5, 0.0, 0.3], [0.3, 0.3, -0.2], [-0.2, 0.2, 0.3], [0.1, 0.0, 0.1], [0.0, -0.4, -0.2], [0.1, 0.2, 0.4], [0.4, 0.3, -0.5], [-0.1, -0.3, 0.0], [-0.5, -0.1, 0.0], [0.0, -0.2, 0.0], [0.0, -0.2, -0.1], [0.0, 0.0, -0.1], [-0.2, 0.1, 0.0], [0.1, 0.0, 0.1], [0.1, 0.0, 0.0], [0.0, 0.0, -0.1], [0.0, -0.2, 0.4], [-3.4, 1.8, 1.6], [2.1, 1.1, -1.1], [0.7, -0.9, 0.9], [1.8, -0.8, -1.3], [-0.5, -0.8, -0.9], [0.0, -4.3, -1.5]],
  "lowdin_charge": [-0.140, -0.266, -0.192, -0.171, -0.171, 0.003, -0.016, -0.168, -0.123, -0.164, -0.201, -0.222, -0.085, 0.153, -0.182, -0.004, -0.140, -0.073, -0.040, -0.154, -0.112, 0.029, -0.061, -0.160, -0.211, 0.011, 0.014, -0.445, 0.646, -0.396, 0.609, 0.083, 0.081, 0.085, 0.104, 0.096, 0.124, 0.119, 0.127, 0.096, 0.143, 0.114, 0.117, 0.151, 0.154, 0.126, 0.140, 0.092, 0.090, 0.086, 0.081, 0.119, 0.103, 0.103, 0.097, 0.141, 0.086, -0.047, -0.098, 0.113, 0.087, -0.005, 0.110, -0.427, -0.031, -0.489, 0.036, -0.021, 0.077, 0.058, 0.081, 0.089, 0.082, 0.088, -0.061, -0.003, -0.237, -0.041, -0.209, -0.313, -0.022, -0.198, -0.054, -0.043, 0.130, 0.094, 0.075, 0.088, 0.092, 0.093, 0.088, -0.094, -0.323, -0.109, 0.077, 0.078, 0.074, 0.115, 0.110, 0.086, -0.064, 0.046, 0.042, 0.996, -1.514, 0.572, 0.589, 0.551, -0.005, -0.050, -0.505, -0.057, -0.090, 0.093, 0.063, 0.065, 0.123, 0.091, 0.072, 0.069, 0.106, -0.132, 0.094, 0.144, 0.148, 0.130, 0.803]
}